# 1
{"formula": "C17H24F5HgN3O2V", "method": "wB97M-V/def2-TZVPD", "symbols": ["N", "C", "O", "Hg", "V", "N", "N", "C", "C", "C", "C", "C", "C", "C", "C", "H", "H", "H", "H", "H", "H", "H", "H", "H", "H", "H", "H", "H", "H", "H", "H", "H", "H", "C", "H", "H", "H", "C", "H", "H", "H", "F", "C", "C", "F", "C", "F", "C", "O", "C", "F", "C", "F"], "positions_angstrom": [[0.73647, 0.04191, -1.98950], [0.74092, 0.65343, -3.06692], [0.75629, 1.22604, -4.09929], [3.40042, -0.61842, 0.97191], [0.21367, -0.10116, -0.12340], [1.42369, -1.36238, 0.99690], [-1.58492, -0.54671, -0.32401], [1.37640, -2.79197, 0.58018], [-2.42068, -1.08259, -1.41928], [2.26770, -3.66594, 1.46749], [-0.05568, -3.31991, 0.66900], [1.87623, -2.87534, -0.85630], [-2.87859, 0.07509, -2.30930], [-3.66341, -1.79246, -0.87529], [-1.63088, -2.07398, -2.26112], [3.32300, -3.36391, 1.41888], [2.21125, -4.70602, 1.11565], [1.95017, -3.63967, 2.51780], [-0.31669, -3.58193, 1.70290], [-0.14157, -4.23367, 0.06425], [-0.78618, -2.58293, 0.29849], [1.33530, -2.19229, -1.52859], [1.76300, -3.90881, -1.21646], [2.94417, -2.62053, -0.92037], [-3.47233, 0.79658, -1.73801], [-3.50139, -0.31512, -3.12416], [-2.02107, 0.59943, -2.74723], [-4.34990, -1.09800, -0.37663], [-3.39382, -2.58882, -0.17035], [-4.20910, -2.25071, -1.71004], [-2.28416, -2.43242, -3.06889], [-1.32029, -2.94871, -1.67703], [-0.74943, -1.61868, -2.71977], [0.82377, -1.13082, 2.34168], [0.27509, -0.17042, 2.32977], [0.13493, -1.92004, 2.67190], [1.60962, -1.04668, 3.10955], [-2.33042, 0.21438, 0.69004], [-1.66205, 0.93200, 1.19385], [-3.15428, 0.79110, 0.24203], [-2.77289, -0.43725, 1.46150], [3.25387, 6.22500, 1.39946], [2.55842, 5.08623, 1.22994], [2.79282, 4.00240, 2.07889], [3.70732, 4.10618, 3.06713], [2.09618, 2.82783, 1.88938], [2.32331, 1.78521, 2.73497], [1.18946, 2.67855, 0.81000], [0.62994, 1.51879, 0.53942], [0.91881, 3.81750, 0.01056], [-0.01041, 3.73689, -0.97134], [1.60823, 4.99600, 0.20921], [1.37407, 6.06425, -0.58340]], "mulliken_charge": [-0.44, 0.79, -0.38, 0.59, 0.81, -0.05, 1.36, 1.58, 0.45, -1.66, -2.21, -1.41, -1.36, -1.50, -1.25, 0.38, 0.46, 0.36, 0.47, 0.51, 0.62, 0.20, 0.48, 0.39, 0.37, 0.48, 0.21, 0.41, 0.33, 0.44, 0.54, 0.30, 0.15, -0.61, 0.12, 0.34, 0.47, -1.16, 0.27, 0.45, 0.36, -0.23, 0.53, 0.10, -0.25, 0.34, -0.27, -0.46, -0.31, 0.15, -0.26, 0.21, -0.24], "total_energy_ev": -70013.9293, "s_squared": 0.76, "total_charge": 2, "e_lumo_ev": [-9.92, -9.85], "fmax_ev_per_a": 3.55, "multiplicity": 2, "homo_lumo_gap_ev": [5.39, 5.46], "homo_energy_ev": [-15.31, -15.32]}

# 2
{"formula": "C17H24F6N2O8", "method": "wB97M-V/def2-TZVPD", "symbols": ["C", "C", "C", "C", "O", "O", "C", "N", "O", "C", "O", "C", "C", "C", "N", "H", "H", "H", "H", "H", "H", "H", "H", "H", "H", "H", "H", "H", "H", "C", "C", "O", "C", "O", "C", "F", "F", "F", "H", "H", "H", "H", "H", "C", "C", "O", "C", "O", "C", "F", "F", "F", "H", "H", "H", "H", "H"], "positions_angstrom": [[3.59810, -0.53781, 2.88533], [2.39501, 0.09855, 2.23003], [1.51911, -0.92108, 1.50168], [1.89164, -0.98609, 0.03474], [2.71690, -1.74926, -0.38467], [1.51436, 0.76065, 3.20937], [1.92366, 0.85943, 4.42392], [2.27769, 0.92254, 5.51740], [2.74622, 1.07169, 1.27601], [3.76124, 1.97195, 1.59092], [3.70601, 2.64811, 2.56982], [4.85782, 1.93808, 0.57078], [5.70350, 3.21087, 0.44789], [4.94569, 4.54334, 0.51009], [5.03816, 5.23255, 1.80718], [4.23271, 0.18715, 3.39524], [4.16956, -1.03218, 2.09665], [3.28426, -1.29437, 3.60316], [1.69833, -1.91031, 1.92414], [0.46534, -0.67218, 1.63272], [1.37111, -0.29649, -0.64865], [4.43533, 1.63675, -0.38904], [5.49412, 1.09847, 0.88173], [6.51423, 3.20145, 1.18109], [6.19438, 3.14751, -0.52621], [3.89495, 4.37657, 0.24610], [5.36272, 5.20515, -0.25307], [5.49630, 4.62608, 2.47759], [4.11269, 5.36788, 2.19475], [-3.03888, 3.01302, 0.43606], [-3.88407, 2.12592, -0.44841], [-3.10248, 1.55299, -1.52752], [-2.33099, 0.53300, -1.20923], [-2.21348, 0.00417, -0.14162], [-1.56470, 0.04303, -2.46040], [-0.96442, 1.05119, -3.09374], [-2.40445, -0.55576, -3.31345], [-0.63900, -0.84199, -2.09613], [-2.56261, 3.79666, -0.15326], [-3.67073, 3.48093, 1.19043], [-2.26364, 2.44242, 0.94528], [-4.65873, 2.69599, -0.95487], [-4.35419, 1.31822, 0.11106], [-3.60565, -3.50917, -3.70091], [-3.46892, -4.10230, -2.31795], [-4.75748, -4.27465, -1.68271], [-5.46676, -5.31855, -2.07854], [-5.15716, -6.14949, -2.87972], [-6.80634, -5.35468, -1.30594], [-7.41516, -4.16422, -1.33663], [-6.58408, -5.67607, -0.02430], [-7.62303, -6.25881, -1.83107], [-4.14796, -2.56493, -3.65726], [-2.61600, -3.32182, -4.11653], [-4.13944, -4.18085, -4.37163], [-2.93070, -3.42917, -1.65376], [-2.95010, -5.06006, -2.33391]], "mulliken_charge": [-1.91, 1.18, -1.02, 0.14, -0.53, -0.43, 0.57, -0.51, -0.26, 0.48, -0.54, -0.46, -0.78, -0.56, -0.68, 0.50, 0.41, 0.57, 0.35, 0.41, 0.40, 0.44, 0.25, 0.43, 0.35, 0.29, 0.31, 0.28, 0.31, -1.04, -0.21, -0.32, 0.34, -0.50, 0.93, -0.27, -0.27, -0.21, 0.30, 0.37, 0.26, 0.33, 0.31, -1.07, -0.20, -0.33, 0.32, -0.51, 0.93, -0.25, -0.25, -0.24, 0.25, 0.35, 0.39, 0.30, 0.32], "total_energy_ev": -53682.7131, "total_charge": 0, "e_lumo_ev": 0.32, "fmax_ev_per_a": 0.43, "multiplicity": 1, "homo_lumo_gap_ev": 9.59, "homo_energy_ev": -9.26}

# 3
{"formula": "C17H24FN7O3", "method": "wB97M-V/def2-TZVPD", "symbols": ["C", "C", "O", "C", "O", "O", "F", "H", "H", "H", "C", "C", "N", "H", "H", "H", "C", "C", "N", "H", "H", "H", "C", "C", "N", "H", "H", "H", "C", "C", "N", "H", "H", "H", "C", "C", "N", "H", "H", "H", "C", "C", "N", "H", "H", "H", "C", "C", "N", "H", "H", "H"], "positions_angstrom": [[8.98751, -20.31048, -12.52984], [8.36536, -19.48993, -13.67500], [9.12287, -19.94699, -14.77452], [10.34514, -20.17047, -14.39035], [11.32910, -20.37276, -15.08585], [10.34869, -20.31081, -13.03286], [8.63921, -18.18678, -13.45425], [8.53213, -21.29810, -12.45679], [8.77260, -19.86457, -11.55871], [7.29564, -19.61811, -13.84044], [11.52673, -20.89312, -19.78285], [11.98065, -19.88952, -20.81283], [12.33651, -19.15271, -21.68714], [10.97678, -20.26288, -19.08396], [12.44663, -21.18687, -19.27727], [10.89892, -21.68591, -20.18960], [12.49006, -17.93563, -9.86995], [13.27449, -17.26183, -8.85538], [13.86792, -16.68244, -8.08050], [12.02919, -17.21205, -10.54235], [11.65055, -18.52171, -9.49599], [13.11437, -18.68063, -10.36322], [6.07273, -17.08121, -19.30093], [5.50905, -17.63610, -18.05603], [5.07818, -18.14967, -17.08607], [6.58461, -17.86218, -19.86321], [6.83018, -16.33066, -19.07496], [5.27597, -16.67029, -19.92094], [7.20397, -24.40308, -7.35295], [7.34159, -22.94122, -7.62495], [7.52405, -21.80294, -7.81747], [6.16646, -24.71284, -7.22768], [7.64759, -24.54844, -6.36798], [7.75701, -25.05966, -8.02464], [11.77536, -23.90601, -9.61030], [13.05753, -23.24984, -9.28082], [14.10889, -22.76456, -9.04976], [11.88452, -24.98986, -9.64863], [11.33618, -23.52251, -10.53125], [11.05077, -23.79303, -8.80388], [8.55740, -24.57561, -15.44589], [8.13804, -25.51565, -16.51459], [7.80111, -26.21839, -17.36424], [8.73886, -25.16681, -14.54831], [7.83297, -23.82296, -15.13478], [9.47828, -24.13326, -15.82589], [3.10475, -21.99722, -8.48272], [3.74865, -21.68866, -9.74428], [4.25794, -21.39603, -10.75066], [2.13472, -21.50385, -8.42158], [3.56305, -21.51636, -7.61851], [3.12467, -23.04900, -8.19728]], "mulliken_charge": [-0.39, 0.17, -0.28, 0.68, -0.58, -0.30, -0.27, 0.26, 0.31, 0.38, -0.58, 0.25, -0.39, 0.19, 0.24, 0.28, -0.65, 0.18, -0.32, 0.27, 0.25, 0.27, -0.71, 0.33, -0.40, 0.26, 0.26, 0.27, -0.74, 0.34, -0.40, 0.28, 0.27, 0.26, -0.60, 0.32, -0.38, 0.28, 0.20, 0.18, -0.62, 0.21, -0.33, 0.26, 0.26, 0.23, -0.82, 0.36, -0.36, 0.30, 0.28, 0.25], "total_energy_ev": -37305.1832, "total_charge": 0, "e_lumo_ev": -0.35, "fmax_ev_per_a": 5.41, "multiplicity": 1, "homo_lumo_gap_ev": 11.07, "homo_energy_ev": -11.42, "de_lowest_ev": 1.6270}

# 4
{"formula": "C17H24I2InN2O4RuS2", "method": "wB97M-V/def2-TZVPD", "symbols": ["I", "I", "Ru", "In", "S", "S", "C", "C", "C", "C", "C", "C", "C", "C", "C", "C", "C", "O", "O", "O", "H", "H", "H", "H", "H", "H", "H", "H", "H", "H", "H", "H", "H", "H", "H", "H", "H", "H", "N", "C", "O", "C", "C", "C", "C", "N", "C", "H", "H", "H", "H", "H", "H"], "positions_angstrom": [[-0.05016, -3.66003, -0.56538], [0.01174, -2.94178, -3.79814], [0.60109, 0.54925, -2.90889], [0.63129, -0.09167, -0.05818], [1.96414, -1.13526, -1.83045], [-1.10702, -0.63505, -1.69986], [2.53041, 0.35580, 1.84933], [3.80602, -0.80261, -1.62147], [-2.74547, 0.26248, -1.33086], [4.38158, -1.12549, -2.98771], [4.12958, 0.62296, -1.20989], [4.27701, -1.81563, -0.59070], [-3.50810, 0.18607, -2.64329], [-2.56198, 1.69851, -0.88118], [-3.45542, -0.56225, -0.27611], [2.00325, 1.41353, -3.73071], [-0.51658, 1.82829, -3.59632], [3.25313, 0.24488, 2.72959], [2.82955, 1.98377, -4.30194], [-1.17262, 2.65609, -4.09721], [4.05826, -0.39748, -3.73678], [4.06833, -2.12892, -3.28957], [5.47380, -1.10257, -2.94508], [3.73490, 1.33612, -1.94706], [5.22861, 0.72717, -1.17030], [3.72812, 0.84595, -0.20986], [3.91208, -1.57691, 0.41286], [5.37218, -1.79970, -0.54817], [3.94869, -2.82093, -0.87790], [-4.53195, 0.55505, -2.49571], [-3.55037, -0.86072, -2.96488], [-3.02622, 0.78524, -3.42243], [-3.55550, 2.15752, -0.72315], [-2.01719, 2.27286, -1.64062], [-2.02075, 1.73417, 0.07293], [-4.48949, -0.21602, -0.15305], [-2.95179, -0.47376, 0.68840], [-3.48193, -1.61083, -0.58521], [-2.34554, 1.75503, 5.98652], [-1.75676, 1.91088, 4.74337], [-1.37210, 2.99128, 4.33812], [-1.64240, 0.66410, 3.90988], [-2.18348, -0.59824, 4.21971], [-1.93957, -1.67014, 3.38035], [-1.15572, -1.50125, 2.24424], [-0.65462, -0.29611, 1.93394], [-0.89043, 0.78646, 2.71597], [-2.31046, 2.56641, 6.59189], [-2.47972, 0.85176, 6.39839], [-2.80803, -0.67993, 5.09819], [-2.33865, -2.64782, 3.57817], [-0.89428, -2.31311, 1.56578], [-0.42943, 1.72260, 2.38042]], "mulliken_charge": [0.49, 0.64, 0.46, 1.63, -0.45, -0.53, 0.13, 1.19, 1.29, -1.53, -1.05, -1.38, -1.51, -1.18, -1.41, 0.21, 0.24, -0.08, -0.22, -0.25, 0.32, 0.44, 0.49, 0.17, 0.50, 0.12, 0.24, 0.47, 0.39, 0.49, 0.43, 0.33, 0.48, 0.20, 0.14, 0.51, 0.20, 0.40, -0.20, 0.58, -0.14, 0.39, -0.39, -1.04, 0.34, 0.07, -0.28, 0.32, 0.21, 0.49, 0.54, -0.45, 0.55], "total_energy_ev": -74770.4155, "s_squared": 8.79, "total_charge": 4, "e_lumo_ev": [-13.88, -16.54], "fmax_ev_per_a": 6.58, "multiplicity": 6, "homo_lumo_gap_ev": [7.04, 4.08], "homo_energy_ev": [-20.91, -20.62]}

# 5
{"formula": "C17H24N2O2", "method": "wB97M-V/def2-TZVPD", "symbols": ["C", "C", "H", "C", "N", "C", "O", "C", "N", "C", "O", "C", "H", "C", "H", "H", "H", "C", "H", "H", "C", "C", "C", "C", "C", "C", "C", "H", "H", "H", "H", "H", "H", "H", "H", "H", "C", "H", "H", "H", "H", "H", "H", "H", "H"], "positions_angstrom": [[4.46938, -0.24843, -0.27951], [3.16741, 0.19717, 0.37307], [3.28246, 0.20869, 1.46011], [1.97236, -0.69243, -0.00142], [0.74499, -0.09024, 0.49276], [0.13724, 0.93509, -0.12687], [0.51423, 1.41851, -1.17320], [-1.04030, 1.54658, 0.65407], [-1.75026, 0.60911, 1.49192], [-1.39476, 0.66567, 2.79867], [-1.83275, -0.04880, 3.67247], [-0.35088, 1.76421, 2.95261], [-0.55523, 2.34834, 3.84822], [-0.47254, 2.56812, 1.66058], [0.47527, 2.98147, 1.32044], [-1.17809, 3.38938, 1.79141], [0.63696, 1.31409, 3.06698], [-2.89104, -0.14695, 1.03845], [-3.35340, -0.55569, 1.94206], [-3.60005, 0.53884, 0.56257], [-2.55797, -1.30212, 0.08757], [-2.00751, -0.88559, -1.25126], [-0.90870, -1.54646, -1.78428], [-0.38331, -1.18239, -3.01017], [-0.95433, -0.14789, -3.72821], [-2.06790, 0.49855, -3.22293], [-2.59530, 0.12654, -2.00009], [-3.47584, 0.63268, -1.63010], [-2.52825, 1.29927, -3.78296], [-0.53652, 0.15128, -4.67732], [0.47742, -1.70469, -3.40224], [-0.45953, -2.35917, -1.23100], [-3.48478, -1.86209, -0.07192], [-1.85055, -1.97287, 0.57973], [-1.70854, 2.01159, -0.07621], [0.37686, -0.43015, 1.36713], [2.09403, -2.10086, 0.56224], [2.23518, -2.06692, 1.64135], [2.94057, -2.61519, 0.11828], [1.19730, -2.67717, 0.34823], [1.88944, -0.71991, -1.09409], [2.93549, 1.21171, 0.04377], [4.78464, -1.22081, 0.09001], [5.25846, 0.46738, -0.06250], [4.34866, -0.30746, -1.35844]], "mulliken_charge": [-1.45, -0.34, 0.28, 0.18, 0.36, -0.44, -0.67, 0.26, 0.00, 0.60, -0.69, -0.52, 0.41, -0.90, 0.36, 0.39, 0.18, -0.97, 0.50, 0.33, -1.02, 0.46, -0.29, -0.58, -0.63, -0.66, -0.15, 0.42, 0.40, 0.39, 0.42, 0.46, 0.49, 0.27, 0.52, 0.41, -1.70, 0.37, 0.45, 0.36, 0.26, 0.39, 0.35, 0.40, 0.33], "total_energy_ev": -25095.4550, "total_charge": 0, "e_lumo_ev": 0.78, "fmax_ev_per_a": 0.63, "multiplicity": 1, "homo_lumo_gap_ev": 9.64, "homo_energy_ev": -8.86, "de_lowest_ev": 0.2088}